[1]
{"formula": "C51H72N9O3SSeTi", "method": "the ωB97M-V functional and the def2-TZVPD basis", "e_lumo_ev": [-0.19, -0.19], "e_above_lowest_kcal_mol": 30.1, "orbital_gap_ev": [5.41, 6.83], "spin_multiplicity": 2, "species": ["Ti", "C", "C", "C", "C", "C", "C", "C", "Se", "C", "C", "C", "C", "C", "C", "O", "C", "C", "C", "C", "C", "C", "C", "C", "C", "O", "C", "C", "C", "C", "C", "C", "H", "H", "H", "H", "H", "H", "H", "H", "H", "H", "H", "H", "H", "H", "H", "H", "H", "H", "H", "H", "H", "H", "H", "H", "H", "H", "H", "H", "H", "H", "H", "H", "H", "H", "H", "H", "H", "H", "H", "H", "C", "N", "C", "C", "N", "N", "C", "N", "N", "H", "H", "H", "H", "H", "H", "H", "H", "H", "H", "H", "O", "C", "C", "C", "C", "C", "C", "N", "H", "H", "H", "H", "H", "H", "H", "H", "H", "H", "H", "N", "C", "C", "C", "C", "C", "C", "C", "C", "C", "H", "H", "H", "H", "C", "N", "C", "C", "N", "C", "S", "H", "H", "H", "H", "H", "H"], "positions_angstrom": [[-0.060, 1.108, 0.166], [-1.334, -5.664, -3.467], [-2.568, -4.812, -3.157], [-3.537, -5.669, -2.328], [-3.225, -4.417, -4.487], [-2.218, -3.553, -2.367], [-0.921, -3.238, -1.984], [-0.678, -2.112, -1.218], [1.130, -1.702, -0.693], [0.991, -2.066, 1.202], [1.240, -3.369, 1.613], [1.037, -3.747, 2.928], [0.489, -2.783, 3.776], [0.229, -1.474, 3.407], [0.574, -1.055, 2.091], [0.517, 0.204, 1.694], [-0.596, -0.567, 4.331], [-0.737, -1.135, 5.747], [0.003, 0.843, 4.477], [-2.003, -0.508, 3.703], [1.322, -5.147, 3.461], [2.299, -5.054, 4.642], [0.014, -5.805, 3.929], [1.949, -6.044, 2.390], [-1.693, -1.219, -0.807], [-1.362, -0.224, -0.013], [-3.014, -1.507, -1.240], [-3.217, -2.667, -1.982], [-4.261, -0.642, -0.981], [-4.002, 0.647, -0.195], [-4.865, -0.234, -2.334], [-5.292, -1.455, -0.183], [-1.642, -6.562, -4.004], [-0.623, -5.123, -4.093], [-0.829, -5.973, -2.551], [-3.783, -6.590, -2.861], [-3.080, -5.930, -1.372], [-4.465, -5.134, -2.122], [-3.443, -5.308, -5.082], [-4.160, -3.879, -4.324], [-2.557, -3.772, -5.060], [-0.080, -3.860, -2.256], [1.591, -4.069, 0.867], [0.245, -3.091, 4.783], [0.238, -1.267, 6.219], [-1.318, -0.440, 6.356], [-1.263, -2.091, 5.752], [1.039, 0.774, 4.816], [-0.010, 1.393, 3.544], [-0.562, 1.410, 5.222], [-2.495, -1.477, 3.801], [-2.628, 0.241, 4.204], [-1.939, -0.290, 2.635], [1.886, -4.456, 5.455], [2.518, -6.051, 5.033], [3.235, -4.594, 4.324], [-0.409, -5.289, 4.792], [-0.726, -5.791, 3.127], [0.197, -6.844, 4.213], [2.866, -5.603, 1.997], [2.198, -7.015, 2.822], [1.256, -6.211, 1.564], [-4.235, -2.891, -2.280], [-3.241, 1.265, -0.669], [-4.930, 1.222, -0.133], [-3.679, 0.413, 0.818], [-4.123, 0.302, -2.928], [-5.191, -1.099, -2.912], [-5.729, 0.420, -2.186], [-4.859, -1.789, 0.762], [-6.168, -0.839, 0.037], [-5.628, -2.336, -0.730], [1.495, 5.550, -0.995], [0.413, 5.586, -0.025], [0.483, 6.769, 0.829], [0.005, 4.379, 0.512], [0.595, 3.263, 0.375], [-1.217, 4.438, 1.172], [-1.840, 3.355, 1.746], [-2.914, 3.682, 2.543], [-1.485, 2.158, 1.478], [1.406, 6.438, -1.623], [1.401, 4.671, -1.628], [2.482, 5.556, -0.518], [0.326, 7.658, 0.216], [1.462, 6.839, 1.314], [-0.269, 6.750, 1.614], [1.512, 3.361, -0.046], [-1.619, 5.345, 1.322], [-2.911, 4.583, 2.992], [-3.266, 2.936, 3.120], [-2.032, 1.471, 1.985], [-0.633, 1.755, -1.535], [-0.622, 2.338, -2.617], [-0.087, 1.682, -3.857], [-1.058, 1.665, -5.068], [-2.451, 2.208, -4.740], [-2.498, 3.736, -4.660], [-1.286, 4.312, -3.923], [-1.000, 3.641, -2.666], [0.169, 0.666, -3.559], [0.845, 2.185, -4.128], [-1.161, 0.636, -5.410], [-0.637, 2.234, -5.900], [-2.772, 1.779, -3.788], [-3.163, 1.876, -5.497], [-3.417, 4.035, -4.150], [-2.519, 4.166, -5.664], [-1.442, 5.369, -3.707], [-0.399, 4.237, -4.554], [-1.536, 3.930, -1.858], [8.790, 0.989, -4.699], [7.803, 1.014, -4.109], [6.577, 1.054, -3.381], [6.585, 1.188, -1.991], [5.398, 1.239, -1.290], [4.168, 1.153, -1.957], [4.173, 1.011, -3.353], [5.357, 0.965, -4.057], [2.935, 1.197, -1.246], [1.863, 1.184, -0.658], [7.534, 1.246, -1.474], [5.401, 1.334, -0.213], [3.226, 0.928, -3.870], [5.355, 0.859, -5.134], [5.490, 3.655, 3.695], [4.657, 2.645, 3.090], [5.064, 1.368, 2.739], [3.978, 0.710, 2.294], [2.913, 1.577, 2.378], [3.315, 2.774, 2.870], [2.385, 4.136, 3.167], [5.816, 3.338, 4.687], [4.894, 4.559, 3.788], [6.368, 3.850, 3.080], [6.086, 1.048, 2.838], [3.862, -0.289, 1.912], [1.960, 1.322, 2.091]]}



[2]
{"formula": "C51H73N9O12", "method": "the ωB97M-V functional and the def2-TZVPD basis", "e_lumo_ev": 0.13, "orbital_gap_ev": 9.81, "spin_multiplicity": 1, "species": ["N", "C", "C", "C", "C", "C", "H", "H", "H", "H", "H", "N", "C", "C", "C", "C", "C", "H", "H", "H", "H", "H", "N", "C", "C", "C", "C", "C", "H", "H", "H", "H", "H", "C", "C", "O", "C", "O", "O", "H", "H", "H", "H", "C", "C", "O", "C", "O", "O", "H", "H", "H", "H", "C", "C", "O", "C", "O", "O", "H", "H", "H", "H", "C", "C", "O", "C", "O", "O", "H", "H", "H", "H", "C", "C", "C", "C", "N", "H", "H", "H", "H", "H", "H", "H", "C", "C", "C", "C", "N", "H", "H", "H", "H", "H", "H", "H", "C", "C", "C", "C", "N", "H", "H", "H", "H", "H", "H", "H", "C", "C", "C", "C", "N", "H", "H", "H", "H", "H", "H", "H", "C", "C", "C", "C", "N", "H", "H", "H", "H", "H", "H", "H", "C", "C", "C", "C", "N", "H", "H", "H", "H", "H", "H", "H"], "positions_angstrom": [[4.946, 1.013, -4.866], [4.274, 0.171, -5.715], [3.934, 0.624, -6.992], [4.413, 1.866, -7.455], [5.168, 2.671, -6.596], [5.438, 2.180, -5.317], [3.859, -0.737, -5.305], [3.235, 0.047, -7.580], [4.144, 2.208, -8.443], [5.624, 3.610, -6.871], [6.011, 2.728, -4.584], [-1.735, -0.376, 0.122], [-0.482, -0.861, -0.012], [0.662, -0.052, 0.088], [0.509, 1.314, 0.390], [-0.768, 1.848, 0.495], [-1.847, 0.968, 0.351], [-0.292, -1.909, -0.190], [1.592, -0.555, -0.132], [1.373, 1.961, 0.429], [-0.872, 2.913, 0.645], [-2.828, 1.411, 0.443], [-1.045, -3.810, -8.630], [-1.227, -3.652, -7.295], [-1.966, -2.600, -6.759], [-2.491, -1.638, -7.652], [-2.383, -1.840, -9.086], [-1.599, -2.888, -9.501], [-0.844, -4.414, -6.632], [-2.190, -2.602, -5.702], [-3.060, -0.795, -7.290], [-2.862, -1.154, -9.769], [-1.311, -3.083, -10.523], [-6.198, -6.976, -1.291], [-6.436, -7.828, -2.486], [-5.182, -8.382, -2.759], [-4.236, -7.960, -1.899], [-3.057, -8.304, -1.927], [-4.791, -7.100, -1.025], [-6.915, -7.310, -0.541], [-6.424, -5.966, -1.632], [-6.798, -7.319, -3.379], [-7.193, -8.572, -2.236], [10.039, -1.672, -0.507], [9.755, -0.859, 0.737], [10.480, -1.574, 1.687], [11.514, -2.244, 1.051], [12.447, -2.757, 1.588], [11.279, -2.249, -0.246], [10.063, -1.007, -1.370], [9.314, -2.469, -0.675], [8.668, -0.833, 0.825], [9.968, 0.205, 0.639], [2.543, 11.469, 2.697], [2.111, 10.014, 2.704], [2.108, 9.856, 4.119], [2.868, 10.748, 4.759], [3.184, 10.752, 5.951], [3.273, 11.659, 3.902], [1.734, 12.199, 2.701], [3.104, 11.738, 1.802], [2.743, 9.257, 2.238], [1.131, 9.858, 2.252], [5.914, -5.226, 4.582], [4.699, -4.329, 4.650], [5.070, -3.666, 5.884], [6.370, -3.685, 6.085], [6.963, -3.121, 6.991], [6.877, -4.555, 5.324], [6.421, -5.405, 3.634], [5.712, -6.225, 4.969], [3.865, -5.000, 4.853], [4.573, -3.660, 3.799], [-2.082, 7.052, -6.479], [-1.894, 5.731, -5.719], [-0.976, 5.896, -4.470], [0.244, 6.672, -4.636], [1.187, 7.318, -4.761], [-2.924, 7.043, -7.172], [-1.221, 7.415, -7.040], [-2.343, 7.816, -5.748], [-1.608, 4.963, -6.439], [-2.870, 5.418, -5.349], [-0.680, 4.898, -4.148], [-1.449, 6.307, -3.579], [-12.839, 4.402, 1.761], [-13.037, 5.218, 0.485], [-12.507, 4.484, -0.808], [-11.065, 4.387, -0.881], [-9.893, 4.332, -0.914], [-13.154, 4.852, 2.702], [-11.776, 4.186, 1.874], [-13.439, 3.503, 1.620], [-12.591, 6.193, 0.685], [-14.104, 5.438, 0.474], [-12.829, 4.941, -1.744], [-12.990, 3.507, -0.788], [4.696, -11.123, 0.701], [3.750, -11.221, -0.502], [3.975, -10.156, -1.574], [3.949, -8.797, -1.002], [3.926, -7.754, -0.536], [4.524, -10.218, 1.284], [5.733, -11.064, 0.369], [4.626, -11.981, 1.369], [2.704, -11.189, -0.196], [3.811, -12.253, -0.847], [3.200, -10.189, -2.340], [4.910, -10.187, -2.133], [-10.815, -1.057, 4.953], [-9.589, -1.904, 4.543], [-8.836, -1.538, 3.245], [-9.662, -1.591, 1.952], [-10.302, -1.632, 0.967], [-11.599, -0.987, 4.199], [-10.405, -0.074, 5.183], [-11.251, -1.549, 5.823], [-9.796, -2.966, 4.669], [-8.865, -1.736, 5.341], [-8.079, -2.309, 3.101], [-8.344, -0.566, 3.270], [-2.259, -1.860, 7.552], [-2.115, -2.392, 6.135], [-1.973, -3.940, 6.057], [-3.177, -4.714, 6.525], [-4.140, -5.295, 6.822], [-3.048, -2.388, 8.089], [-2.543, -0.808, 7.570], [-1.330, -2.109, 8.065], [-1.307, -1.867, 5.625], [-2.992, -2.137, 5.540], [-1.191, -4.244, 6.752], [-1.832, -4.206, 5.009], [9.244, 7.233, 0.877], [9.902, 6.908, 2.216], [9.037, 6.858, 3.494], [7.806, 6.051, 3.246], [6.869, 5.391, 3.054], [8.651, 6.348, 0.650], [9.941, 7.326, 0.044], [8.607, 8.115, 0.951], [10.753, 7.577, 2.348], [10.406, 5.963, 2.012], [8.757, 7.866, 3.800], [9.568, 6.325, 4.282]]}



no.,F_max (Eh/bohr)
1,0.050
2,0.095